# C4H6N2O

The molecule C4H6N2O (ωB97M-V with the def2-TZVPD basis set, the OMol25 dataset).

M	98.1	g mol⁻¹
energy above the lowest of the compared OMol25 structures with the same formula, charge and spin	22.0	kcal per mole
total charge	0
gap between HOMO and LUMO	8.77	eV

XYZ file:
```
13
Properties=species:S:1:pos:R:3:forces:R:3
N 1.909 0.866 -0.064 0.079 -0.175 0.059
C 0.574 0.408 -0.012 -0.185 -0.102 0.040
N -0.472 1.289 -0.137 0.068 0.014 -0.018
C -1.661 0.620 -0.064 -0.046 -0.023 0.006
C -1.391 -0.715 0.123 -0.019 0.019 0.019
C 0.026 -0.841 0.150 -0.029 0.333 -0.099
O 0.782 -1.979 0.320 -0.094 -0.130 -0.107
H 2.465 0.241 -0.640 -0.039 0.115 0.029
H 2.330 0.854 0.861 -0.033 0.063 -0.111
H -0.340 2.269 -0.327 -0.047 -0.121 0.063
H -2.605 1.141 -0.143 0.153 -0.088 0.024
H -2.118 -1.506 0.254 0.120 0.129 -0.059
H 0.492 -2.619 -0.340 0.073 -0.034 0.153
```
Forces are in eV/Å.



# C21H21BN6Sc

A structure of composition C21H21BN6Sc (ωB97M-V with the def2-TZVPD basis set, the OMol25 dataset).

M	413.2	g mol⁻¹
energy above the lowest of the compared OMol25 structures with the same formula, charge and spin	1.9	kcal per mole
total charge	+1
gap between HOMO and LUMO	7.80	eV

XYZ file:
```
50
Properties=species:S:1:pos:R:3:forces:R:3
Sc 0.207 0.028 0.217 -0.005 -0.018 -0.075
C 4.382 3.787 3.046 0.019 0.014 -0.019
C 3.225 3.306 2.220 -0.045 0.026 0.050
C 1.909 3.616 2.583 0.003 0.007 0.003
C 0.836 3.188 1.834 -0.003 -0.019 -0.021
C 1.019 2.453 0.652 -0.005 0.004 -0.014
N -0.064 1.944 -0.105 0.034 0.025 -0.002
C -1.054 2.767 -0.642 0.009 0.003 0.022
C -1.036 4.159 -0.513 0.000 0.011 0.004
C -2.046 4.949 -1.020 -0.017 -0.012 -0.008
C -3.144 4.387 -1.668 0.016 0.010 0.015
C -4.265 5.244 -2.184 -0.005 0.004 -0.009
C -3.157 3.013 -1.824 -0.022 -0.008 -0.011
C -2.119 2.210 -1.360 0.022 -0.018 -0.002
N -2.175 0.811 -1.681 -0.010 0.027 -0.028
C -2.899 0.251 -2.668 0.011 -0.016 0.013
C -2.775 -1.119 -2.585 0.000 0.011 0.003
C -1.932 -1.333 -1.503 -0.046 -0.019 -0.031
N -1.564 -0.162 -0.962 -0.041 -0.001 0.020
C 2.340 2.123 0.310 0.036 0.038 0.038
C 3.418 2.535 1.089 0.019 -0.030 -0.026
N 2.622 1.322 -0.843 0.020 0.008 -0.020
C 3.550 1.508 -1.794 0.000 0.011 0.008
C 3.562 0.386 -2.596 0.004 -0.015 -0.009
C 2.600 -0.459 -2.049 -0.010 -0.016 -0.018
N 2.035 0.108 -0.983 -0.013 0.004 0.025
H 4.684 4.786 2.724 0.001 -0.001 0.002
H 5.245 3.131 2.946 -0.006 0.000 -0.002
H 4.114 3.850 4.099 0.000 -0.015 0.003
H 1.729 4.187 3.486 0.002 0.000 -0.001
H -0.175 3.420 2.141 0.000 0.001 0.003
H -0.203 4.627 -0.007 0.001 -0.002 0.000
H -1.989 6.023 -0.896 0.001 -0.002 0.000
H -4.626 5.924 -1.412 0.002 -0.004 0.002
H -5.106 4.640 -2.521 0.003 -0.001 0.002
H -3.932 5.852 -3.026 0.001 0.002 0.001
H -4.010 2.555 -2.306 0.001 -0.002 0.002
H -3.442 0.854 -3.372 0.003 0.005 0.004
H -3.231 -1.855 -3.222 0.004 0.000 0.001
H -1.576 -2.264 -1.081 0.016 0.000 -0.015
H 4.417 2.225 0.806 -0.006 0.002 -0.001
H 4.126 2.417 -1.832 -0.002 -0.002 0.003
H 4.181 0.206 -3.457 -0.001 0.003 0.002
H 2.290 -1.442 -2.367 -0.004 0.001 0.002
B -0.085 -3.640 0.646 0.061 0.107 -0.239
C 0.002 -2.270 1.384 -0.121 -0.379 0.778
N 0.057 -1.241 1.936 0.053 0.206 -0.376
H -1.255 -3.932 0.591 0.021 0.019 -0.023
H 0.596 -4.413 1.264 0.000 0.012 -0.028
H 0.386 -3.415 -0.462 -0.003 0.017 -0.029
```
Forces are in eV/Å.



# C29H27CoN5O3

A structure of composition C29H27CoN5O3 (ωB97M-V with the def2-TZVPD basis set, the OMol25 dataset).

M	552.5	g mol⁻¹
energy above the lowest of the compared OMol25 structures with the same formula, charge and spin	0.0	kcal per mole
total charge	0
gap between HOMO and LUMO (alpha / beta)	7.04 / 7.02	eV
⟨S²⟩	0.76
multiplicity	2

XYZ file:
```
65
Properties=species:S:1:pos:R:3:forces:R:3
Co 0.889 -0.236 -0.102 -0.039 0.368 -0.749
C -2.963 4.606 3.250 0.071 -0.033 -0.008
C -2.024 3.836 2.358 -0.047 -0.018 0.034
C -1.312 4.444 1.329 0.015 -0.024 -0.004
C -0.424 3.726 0.559 -0.017 0.039 0.011
C -0.198 2.343 0.723 0.081 0.008 0.021
N 0.716 1.670 -0.039 0.099 -0.294 0.059
C 1.111 2.094 -1.295 -0.060 0.246 0.000
C 0.271 2.740 -2.219 0.003 -0.042 0.011
C 0.698 3.086 -3.483 0.073 0.001 -0.002
C 1.989 2.787 -3.919 -0.037 0.013 -0.016
C 2.437 3.095 -5.323 -0.056 -0.073 0.059
C 2.817 2.116 -3.038 0.127 -0.041 0.014
C 2.405 1.785 -1.752 -0.175 0.083 -0.167
N 3.315 1.088 -0.907 0.100 0.080 0.048
C 4.662 1.172 -0.895 0.078 -0.045 0.120
C 5.129 0.212 -0.027 0.003 0.023 0.017
C 3.977 -0.423 0.454 -0.027 0.071 0.104
N 2.894 0.118 -0.076 -0.390 -0.369 -0.261
C -0.902 1.743 1.798 -0.001 0.272 -0.087
C -1.776 2.494 2.580 0.006 -0.018 0.029
N -0.731 0.374 2.174 -0.077 -0.089 0.081
C -1.571 -0.374 2.923 0.015 -0.086 0.035
C -0.957 -1.581 3.165 0.025 -0.046 0.019
C 0.270 -1.489 2.505 -0.016 0.121 0.134
N 0.402 -0.308 1.909 -0.172 -0.240 0.167
H -3.337 5.499 2.750 -0.009 -0.001 -0.004
H -2.461 4.925 4.166 -0.025 0.022 0.003
H -3.819 3.995 3.540 -0.016 0.024 0.005
H -1.439 5.504 1.141 0.007 0.001 -0.008
H 0.144 4.242 -0.202 -0.013 0.004 -0.007
H -0.748 2.948 -1.922 -0.006 0.014 0.018
H 0.011 3.581 -4.160 -0.015 -0.007 0.010
H 1.996 4.023 -5.685 0.013 0.010 0.003
H 2.129 2.295 -6.001 0.024 0.034 -0.046
H 3.521 3.182 -5.383 0.000 0.015 -0.011
H 3.809 1.826 -3.365 0.003 -0.030 0.027
H 5.192 1.909 -1.472 -0.080 0.032 -0.040
H 6.152 0.009 0.233 -0.001 0.013 -0.001
H 3.885 -1.225 1.167 -0.042 -0.030 -0.039
H -2.265 2.020 3.421 0.019 -0.011 0.000
H -2.537 -0.026 3.238 0.012 0.088 -0.060
H -1.353 -2.418 3.713 -0.005 0.018 0.010
H 1.052 -2.225 2.416 -0.009 -0.005 -0.079
C -1.022 -7.522 0.682 -0.042 -0.058 0.025
O -0.088 -6.459 0.608 -0.030 -0.008 -0.099
C -0.557 -5.224 0.309 0.087 0.141 0.067
C -1.928 -4.904 0.293 -0.160 -0.101 0.004
C -2.297 -3.616 0.009 0.011 0.079 -0.043
C -1.370 -2.593 -0.264 0.257 -0.049 0.193
C -1.794 -1.246 -0.547 -0.055 -0.054 -0.164
C -3.249 -0.851 -0.597 0.000 -0.107 -0.060
O -1.001 -0.318 -0.788 0.162 0.143 0.475
C 0.036 -2.929 -0.253 -0.242 0.137 -0.175
O 0.976 -2.087 -0.510 0.488 -0.212 0.374
C 0.389 -4.260 0.042 0.020 -0.145 -0.059
H -0.436 -8.434 0.761 0.007 0.012 0.012
H -1.643 -7.569 -0.215 0.027 -0.004 -0.008
H -1.667 -7.435 1.560 0.020 0.036 0.006
H -2.684 -5.646 0.501 0.014 0.008 -0.011
H -3.354 -3.393 -0.017 0.015 -0.019 0.053
H -3.926 -1.595 -0.192 -0.048 0.063 -0.022
H -3.517 -0.654 -1.636 -0.006 -0.008 0.004
H -3.361 0.083 -0.046 0.034 0.005 -0.014
H 1.437 -4.529 0.052 0.005 0.042 -0.008
```
Forces are in eV/Å.



# C10H20N6O4

The molecule C10H20N6O4 at a distorted geometry (ωB97M-V with the def2-TZVPD basis set, the OMol25 dataset).

M	288.3	g mol⁻¹
energy above the lowest of the compared OMol25 structures with the same formula, charge and spin	68.7	kcal per mole
total charge	0
gap between HOMO and LUMO	8.16	eV

XYZ file:
```
40
Properties=species:S:1:pos:R:3:forces:R:3
H -5.890 -1.795 -0.091 -0.239 -1.507 -0.096
N -5.767 -0.846 -0.320 -1.522 1.432 -0.415
C -4.620 -0.456 0.025 1.260 3.416 0.929
N -4.278 0.907 0.231 3.115 -2.663 0.007
N -3.593 -1.309 0.260 0.372 -2.091 -0.921
C -2.426 -1.165 1.116 -2.362 -0.514 0.806
C -1.108 -1.349 0.463 0.654 -0.450 -1.293
C -0.621 -0.243 -0.473 -1.377 0.926 -0.962
C -0.511 1.242 0.001 0.298 0.439 -1.160
N -1.780 1.988 -0.232 1.116 -1.294 4.264
C 0.621 2.206 -0.519 1.212 -0.502 -0.239
O 0.355 3.376 -0.719 0.008 -0.483 -0.302
N 1.962 1.794 -0.706 -1.133 -0.272 -0.078
C 2.532 0.485 -0.163 -0.831 1.425 -0.845
C 3.000 -0.452 -1.270 1.718 -0.048 -0.041
C 3.302 -1.823 -0.591 -1.796 -0.041 -0.802
N 4.612 -2.081 -0.319 -0.553 -2.584 -0.041
O 2.295 -2.529 -0.366 2.556 0.758 -0.051
C 3.638 0.789 0.891 -0.370 -1.214 -0.347
O 4.781 0.377 0.940 -1.291 1.236 -0.259
O 2.991 1.430 1.875 1.766 0.986 0.815
H -4.990 1.551 0.093 -1.331 1.125 -0.376
H -3.196 1.222 0.166 -3.004 -0.487 -0.270
H -3.975 -2.249 0.119 0.881 0.346 0.194
H -2.625 -1.938 1.919 0.833 1.067 -0.359
H -2.567 -0.153 1.484 0.464 -0.013 0.770
H -1.093 -2.224 -0.231 -0.308 0.288 0.725
H -0.393 -1.591 1.208 0.917 -0.091 0.869
H 0.316 -0.611 -0.887 -0.236 0.163 -0.491
H -1.478 -0.213 -1.207 1.302 -0.031 -0.080
H -0.236 1.222 1.032 -0.487 0.123 1.306
H -1.718 2.824 0.347 -0.180 -0.126 0.131
H -1.842 2.376 -1.101 0.125 0.724 -3.243
H 2.385 2.469 -1.406 0.102 -1.559 1.528
H 1.743 0.019 0.499 0.646 0.469 -1.052
H 2.374 -0.587 -2.167 -0.549 -0.067 1.003
H 3.899 0.000 -1.753 -0.176 -0.288 0.684
H 5.319 -1.376 -0.476 -0.238 -0.248 0.059
H 4.884 -3.092 -0.136 -0.485 2.143 -0.122
H 3.699 1.804 2.462 -0.875 -0.492 -0.248
```
Forces are in eV/Å.